102
Properties=species:S:1:pos:R:3:forces:R:3 method="wB97M-V/def2-TZVPD" fmax_ev_per_a=0.168 molar_mass_da=843.8 homo_lumo_gap_ev=4.15 e_homo_ev=-0.55 total_charge=-2 relative_energy_ev=0.621
Cs -0.758963 1.332551 -0.474037 0.014 0.037 -0.070
S -1.255863 4.445866 0.769086 0.107 0.025 0.001
S -3.599785 3.067742 -1.314420 -0.049 -0.012 -0.031
P 2.305807 0.255028 1.195277 -0.032 -0.006 0.024
P -0.013138 -1.587199 -2.652355 -0.008 -0.030 0.011
P -2.931310 1.154769 2.941081 0.003 0.011 -0.031
O -2.099310 0.272487 2.065310 0.007 -0.034 0.164
N 2.146267 0.116632 -1.742386 -0.012 -0.024 -0.010
C -0.629834 -4.202379 1.083974 0.012 -0.032 0.018
C -2.678834 -0.842565 -3.031773 -0.020 0.000 -0.007
C 1.010798 -2.943346 -3.429935 -0.010 -0.002 0.027
C -0.602997 -4.137957 2.469568 -0.014 0.007 -0.007
C -1.685486 -3.639496 0.382008 -0.058 0.002 -0.044
C 5.072173 0.173653 0.462635 0.014 -0.005 -0.022
C -4.799033 5.681222 2.253449 0.034 0.024 0.040
C -5.308839 4.482992 0.245884 -0.061 0.019 0.047
C -1.708660 -1.982502 -3.358126 0.014 0.006 -0.008
C 4.533544 0.256400 -2.238661 -0.007 0.001 -0.022
C -3.551205 0.257503 4.400638 -0.016 0.010 0.017
C -1.867533 -2.495287 -4.791523 0.017 -0.026 0.009
C 2.357513 -1.452076 1.961231 0.035 0.025 -0.007
C 0.585374 -4.292390 -2.849126 0.003 0.026 -0.014
C 0.522427 1.554061 -5.325381 -0.025 -0.007 -0.042
C -2.722222 -3.016794 1.062115 0.084 -0.024 0.008
C 2.500053 -2.713662 -3.185560 -0.006 -0.005 -0.003
C -3.454641 5.417561 2.023135 -0.047 -0.002 0.002
C -4.401435 1.769470 2.118454 -0.013 -0.015 -0.035
C -5.738846 5.219667 1.340726 -0.037 -0.016 -0.034
C 3.740668 0.239795 0.057967 -0.008 -0.012 0.032
C -1.639214 -3.513535 3.151861 0.015 -0.019 -0.003
C -2.694859 -2.954959 2.447296 -0.039 0.016 0.019
C -2.988548 4.678856 0.922541 -0.084 0.027 -0.026
C 3.456357 -1.785753 2.964596 -0.002 0.013 0.000
C 2.366376 -2.454844 0.807946 -0.007 -0.003 0.000
C 2.174278 1.731202 -3.582692 0.017 0.006 -0.004
C 3.426381 0.242750 -1.341734 0.060 0.004 0.016
C -3.963600 4.156612 0.013172 0.082 0.009 -0.010
C 1.697180 0.559896 -2.942667 -0.042 -0.004 0.063
C 1.600730 2.210939 -4.739831 0.009 0.006 0.009
C 2.695629 1.440477 2.590667 -0.008 -0.015 -0.014
C 0.034607 0.408140 -4.716780 0.010 0.027 0.003
C 4.097485 1.595675 3.180636 0.000 -0.020 0.017
C 0.592070 -0.110287 -3.550149 -0.007 -0.006 -0.027
C 6.131216 0.161682 -0.435262 0.016 0.001 0.030
C -2.052152 2.548167 3.652432 0.012 -0.059 0.004
C 2.198326 2.821483 2.146505 0.025 0.037 0.019
C 5.836483 0.210729 -1.796116 -0.003 0.001 -0.017
H 4.051808 2.261134 4.049545 0.007 0.003 -0.002
H -2.707008 5.794190 2.713314 0.001 0.000 0.000
H 3.325373 -2.416730 0.284355 0.003 -0.001 -0.005
H 2.839783 -1.780007 -3.632460 0.005 -0.006 0.000
H 2.762520 3.164718 1.274148 0.000 -0.006 -0.005
H -1.190292 2.169236 4.207330 -0.011 -0.005 -0.003
H 4.768727 2.055014 2.453601 0.001 0.011 -0.006
H -5.101031 6.255897 3.124309 0.005 -0.001 -0.004
H -2.728892 -0.659983 -1.956467 0.009 0.000 -0.009
H 3.081134 -3.536141 -3.616887 -0.002 -0.003 -0.004
H -4.190695 -0.565016 4.079378 0.013 -0.014 0.000
H -0.463237 -4.523231 -3.049204 -0.009 -0.003 0.000
H -2.908972 -2.789853 -4.958271 0.000 -0.001 -0.002
H 4.332298 0.265339 -3.303038 0.001 0.000 0.003
H -2.704792 -0.142112 4.961002 -0.004 -0.019 -0.003
H 3.353621 -2.822873 3.305127 -0.011 -0.002 -0.004
H -1.611482 -3.442198 4.232639 -0.003 0.004 -0.001
H -3.691178 -1.090794 -3.362471 0.000 -0.005 0.000
H -3.531266 -2.551428 0.514169 0.009 0.028 0.002
H -4.752968 2.725800 2.510362 0.038 -0.005 0.047
H -5.194084 1.021398 2.192369 0.002 -0.005 -0.020
H 1.580526 -2.231572 0.082135 -0.007 -0.011 -0.018
H 5.297845 0.130153 1.518511 0.005 0.003 0.002
H -2.400316 0.099319 -3.506104 0.000 -0.007 -0.011
H 0.184640 -4.670224 0.546467 0.009 -0.001 -0.002
H 1.980085 3.127595 -5.178818 -0.002 0.001 -0.004
H -6.796830 5.422098 1.479804 0.001 0.001 -0.004
H -1.684080 -3.666571 -0.699958 0.008 0.005 0.004
H 2.024056 1.080400 3.382485 0.001 -0.006 0.000
H -2.708022 3.109506 4.320240 -0.003 0.020 -0.013
H 1.140845 2.835622 1.881970 -0.032 -0.028 0.004
H -4.146365 1.907306 1.061475 -0.036 0.028 -0.005
H 4.445547 -1.688466 2.511346 0.003 -0.001 0.003
H -1.698536 3.204360 2.843782 0.007 0.014 -0.017
H 6.641186 0.199861 -2.525454 0.001 -0.001 0.001
H -6.035282 4.096546 -0.460313 0.003 -0.002 -0.004
H 4.541339 0.654752 3.504123 0.006 0.004 0.001
H 0.234326 -4.556504 3.015812 -0.001 0.002 -0.001
H 1.192208 -5.102635 -3.265262 0.003 0.000 -0.004
H -2.006511 -2.820253 -2.714244 0.010 0.001 0.003
H -3.485657 -2.440883 2.975669 0.005 0.005 0.003
H 2.345864 3.557529 2.942751 -0.003 0.007 -0.008
H 2.718174 -2.657001 -2.118028 0.008 0.001 0.002
H 0.049795 1.943634 -6.218111 0.001 0.002 0.002
H 2.983964 2.277725 -3.114915 0.000 -0.005 0.003
H 0.834425 -2.938929 -4.511088 -0.003 0.008 0.003
H 1.388708 -1.530413 2.468898 -0.008 0.014 0.001
H 7.154986 0.116296 -0.083865 -0.003 0.000 0.000
H -4.130440 0.922012 5.044475 0.006 0.015 -0.010
H 2.222356 -3.471830 1.185728 0.000 -0.007 -0.002
H -1.245064 -3.373334 -4.974934 -0.012 0.004 -0.010
H 3.413189 -1.143376 3.845281 0.003 -0.009 0.005
H 0.726784 -4.291320 -1.764676 0.003 -0.002 0.004
H -0.821557 -0.076807 -5.160243 -0.003 -0.004 -0.005
H -1.616989 -1.755928 -5.549465 0.002 0.012 0.001